(1)
ORCA calculation (ωB97M-V/def2-TZVPD) on C43H45AsBF2HfN8S as an isolated structure.

Computed properties:
E_HOMO	-9.86	eV
net charge	+1
maximum force	2.41	eV Å⁻¹

Atoms and positions in Å:
Hf  1.61  -0.33  -0.41
C  -0.35  -2.78  -1.25
C  0.57  -2.53  -2.45
C  0.25  -1.20  -3.13
N  0.98  -0.14  -2.43
C  1.24  1.05  -3.05
C  0.60  1.41  -4.22
C  0.65  2.59  -4.98
C  1.44  3.70  -4.85
C  2.48  3.84  -3.93
C  2.88  3.02  -2.90
C  2.30  1.84  -2.38
N  2.73  1.28  -1.26
C  3.94  1.64  -0.54
C  5.11  0.79  -1.08
C  4.60  -0.58  -1.55
N  3.64  -1.19  -0.63
C  4.05  -1.78  0.50
C  5.41  -1.97  0.81
C  6.04  -2.37  1.97
C  5.50  -2.74  3.19
C  4.16  -2.94  3.45
C  3.06  -2.83  2.60
C  2.93  -2.33  1.30
N  1.74  -2.27  0.65
C  0.69  -3.22  1.00
C  0.14  -3.86  -0.28
H  -1.35  -3.01  -1.63
H  -0.46  -1.84  -0.68
H  0.46  -3.35  -3.16
H  1.61  -2.52  -2.13
H  -0.83  -1.03  -3.10
H  0.54  -1.26  -4.18
H  -0.10  0.68  -4.59
H  -0.06  2.62  -5.81
H  1.28  4.51  -5.54
H  3.08  4.74  -4.04
H  3.74  3.37  -2.35
H  3.77  1.41  0.51
H  4.19  2.70  -0.58
H  5.86  0.67  -0.29
H  5.58  1.29  -1.93
H  5.43  -1.25  -1.76
H  4.07  -0.44  -2.49
H  6.09  -1.75  0.00
H  7.12  -2.38  1.92
H  6.19  -2.92  4.01
H  3.91  -3.26  4.46
H  2.12  -3.09  3.06
H  -0.13  -2.72  1.52
H  1.07  -4.01  1.65
H  -0.66  -4.55  -0.01
H  0.94  -4.45  -0.75
C  -1.54  -0.42  5.89
C  -0.21  -0.04  5.34
N  0.73  0.54  6.01
N  1.71  0.74  5.07
C  1.41  0.30  3.84
S  2.41  0.47  2.50
N  0.17  -0.22  4.02
N  -0.54  -0.90  3.04
H  -1.49  -0.42  6.97
H  -1.87  -1.40  5.54
H  -2.29  0.31  5.58
H  2.56  1.22  5.31
H  -1.13  -0.23  2.56
H  -1.12  -1.59  3.49
C  -6.05  -2.39  -2.10
C  -5.82  -1.12  -2.63
C  -4.76  -0.35  -2.15
C  -3.94  -0.85  -1.14
C  -4.17  -2.13  -0.63
C  -5.23  -2.89  -1.10
As  -2.46  0.15  -0.35
C  -3.49  0.91  1.12
C  -3.90  0.26  2.28
C  -4.59  0.96  3.26
C  -4.85  2.32  3.08
C  -4.45  2.96  1.92
C  -3.77  2.26  0.93
C  -3.32  2.80  -0.38
C  -3.53  4.09  -0.84
C  -3.10  4.45  -2.11
C  -2.45  3.53  -2.93
C  -2.23  2.24  -2.46
C  -2.67  1.88  -1.20
H  -6.88  -2.99  -2.48
H  -6.46  -0.73  -3.41
H  -4.58  0.64  -2.56
H  -3.51  -2.53  0.14
H  -5.41  -3.88  -0.69
H  -3.72  -0.81  2.40
H  -4.92  0.46  4.16
H  -5.37  2.87  3.85
H  -4.68  4.02  1.78
H  -4.04  4.83  -0.22
H  -3.27  5.46  -2.48
H  -2.12  3.81  -3.92
H  -1.73  1.51  -3.09
F  -0.56  1.60  1.56
B  0.43  1.38  0.64
F  0.97  2.61  0.35

***

(2)
ORCA calculation (ωB97M-V/def2-TZVPD) on C43H46AsN4O2PSTi as an isolated structure.

Computed properties:
E_HOMO (spin up / spin down)	-5.29 / -7.50	eV
spin multiplicity	3
<S²>	2.02
maximum force	1.56	eV Å⁻¹

Atoms and positions in Å:
Ti  0.68  0.28  0.65
O  0.20  2.07  1.24
C  0.44  3.25  0.71
C  -0.28  4.37  1.17
C  -0.10  5.62  0.63
C  0.84  5.83  -0.39
C  1.58  4.75  -0.83
C  1.39  3.46  -0.31
C  2.33  2.43  -0.70
N  2.22  1.21  -0.34
N  3.44  0.49  -0.40
C  3.41  -0.37  0.57
O  2.39  -0.57  1.35
C  4.66  -1.13  0.86
C  5.73  -1.13  -0.04
C  6.88  -1.85  0.24
C  6.97  -2.58  1.42
C  5.92  -2.57  2.33
C  4.77  -1.86  2.04
H  -1.00  4.21  1.97
H  -0.68  6.46  1.00
H  1.00  6.81  -0.81
H  2.33  4.89  -1.60
H  3.24  2.74  -1.22
H  5.64  -0.55  -0.95
H  7.70  -1.85  -0.46
H  7.87  -3.14  1.64
H  6.00  -3.13  3.25
H  3.94  -1.84  2.73
N  -3.25  -1.44  -0.37
C  -3.17  -1.22  -1.74
C  -3.79  -2.11  -2.61
C  -3.65  -1.99  -3.98
C  -2.89  -0.96  -4.51
C  -2.29  -0.05  -3.65
C  -2.40  -0.16  -2.27
P  -1.56  0.99  -1.11
C  -3.03  1.68  -0.25
C  -4.25  1.84  -0.90
C  -5.34  2.37  -0.23
C  -5.22  2.75  1.10
C  -4.01  2.59  1.76
C  -2.92  2.06  1.09
C  -1.07  2.36  -2.22
C  0.05  2.16  -3.03
C  0.49  3.15  -3.89
C  -0.17  4.38  -3.93
C  -1.26  4.59  -3.11
C  -1.72  3.59  -2.26
H  -3.95  -2.11  -0.09
H  -3.22  -0.64  0.24
H  -4.39  -2.92  -2.20
H  -4.13  -2.71  -4.63
H  -2.77  -0.85  -5.58
H  -1.73  0.77  -4.07
H  -4.35  1.54  -1.94
H  -6.29  2.49  -0.75
H  -6.07  3.17  1.62
H  -3.92  2.88  2.79
H  -1.97  1.92  1.59
H  0.60  1.23  -2.97
H  1.36  2.98  -4.51
H  0.18  5.16  -4.59
H  -1.77  5.55  -3.12
H  -2.57  3.78  -1.63
C  2.13  -3.77  0.66
C  2.29  -3.20  -0.74
As  0.82  -1.98  -1.20
C  -0.61  -3.27  -1.62
C  -0.20  -4.70  -1.95
C  1.38  -1.43  -3.00
C  1.73  -2.52  -4.01
H  2.92  -4.49  0.88
H  1.17  -4.27  0.79
H  2.19  -2.96  1.40
H  2.33  -4.00  -1.48
H  3.21  -2.62  -0.84
H  -1.16  -2.83  -2.45
H  -1.28  -3.25  -0.76
H  0.48  -4.76  -2.79
H  -1.09  -5.29  -2.20
H  0.28  -5.19  -1.10
H  2.22  -0.75  -2.84
H  0.55  -0.83  -3.39
H  2.52  -3.17  -3.64
H  2.08  -2.08  -4.94
H  0.86  -3.13  -4.24
S  -1.10  -1.09  2.02
C  -0.03  -0.65  3.27
N  0.92  -1.55  3.67
C  1.86  -1.31  4.62
C  1.87  -0.13  5.29
C  0.87  0.83  4.96
C  -0.04  0.58  3.98
H  0.96  -2.40  3.12
H  2.57  -2.10  4.80
H  2.61  0.05  6.05
H  0.86  1.79  5.47
H  -0.78  1.31  3.70

***

(3)
ORCA calculation (ωB97M-V/def2-TZVPD) on C43H46Cl4N6O2PY as an isolated structure.

Computed properties:
E_HOMO	-6.76	eV
maximum force	0.76	eV Å⁻¹

Atoms and positions in Å:
Y  0.48  0.34  -0.01
N  -1.03  -2.95  1.03
P  -1.74  -1.00  -0.49
C  -2.34  -2.29  -1.64
C  -3.24  -3.26  -1.23
C  -3.66  -4.25  -2.11
C  -3.17  -4.29  -3.41
C  -2.27  -3.32  -3.83
C  -1.86  -2.33  -2.95
C  -3.15  -0.54  0.59
C  -3.69  0.74  0.50
C  -4.64  1.18  1.41
C  -5.06  0.34  2.44
C  -4.51  -0.93  2.55
C  -3.56  -1.36  1.64
C  0.03  -2.68  1.75
C  0.67  -3.68  2.59
C  1.71  -3.37  3.40
C  2.20  -2.05  3.43
C  1.60  -1.15  2.59
N  0.57  -1.40  1.75
H  -1.28  -3.93  1.15
H  -3.63  -3.25  -0.22
H  -4.37  -5.00  -1.78
H  -3.49  -5.06  -4.09
H  -1.89  -3.33  -4.84
H  -1.19  -1.55  -3.31
H  -3.36  1.40  -0.28
H  -5.06  2.17  1.31
H  -5.80  0.68  3.15
H  -4.82  -1.58  3.36
H  -3.10  -2.34  1.77
H  0.26  -4.68  2.56
H  2.16  -4.14  4.02
H  3.02  -1.75  4.06
H  1.95  -0.13  2.59
Cl  -0.90  3.17  0.31
C  -0.46  3.08  2.02
Cl  -0.62  1.41  2.60
H  -1.13  3.71  2.59
H  0.58  3.37  2.11
Cl  -4.24  0.01  -2.76
C  -2.84  0.81  -3.40
C  -2.97  1.37  -4.66
C  -1.93  2.07  -5.25
C  -0.74  2.21  -4.55
C  -0.63  1.64  -3.30
Cl  0.90  1.87  -2.45
C  -1.64  0.89  -2.65
N  -1.36  0.34  -1.43
H  -3.91  1.26  -5.18
H  -2.04  2.50  -6.23
H  0.10  2.75  -4.96
C  2.29  1.11  5.58
C  2.35  2.37  4.75
C  1.47  3.41  5.04
C  1.51  4.59  4.31
C  2.38  4.69  3.24
C  3.27  3.65  2.93
N  4.15  3.90  1.87
C  4.87  3.06  1.02
C  6.17  3.48  0.72
C  7.02  2.74  -0.08
C  6.60  1.51  -0.57
C  5.31  1.09  -0.31
C  4.41  1.86  0.45
C  3.01  1.37  0.47
O  2.04  2.11  0.79
O  2.78  0.17  0.09
C  3.30  2.50  3.73
C  4.38  1.47  3.57
H  1.42  1.12  6.23
H  3.18  1.00  6.21
H  2.23  0.21  4.94
H  0.77  3.30  5.86
H  0.85  5.40  4.55
H  2.39  5.58  2.62
H  4.48  4.85  1.85
H  6.52  4.41  1.15
H  8.01  3.10  -0.28
H  7.26  0.89  -1.17
H  4.95  0.15  -0.69
H  5.31  1.92  3.23
H  4.13  0.68  2.86
H  4.58  0.98  4.53
C  4.16  -2.07  -3.76
C  2.66  -2.01  -3.52
C  2.03  -1.00  -4.49
C  2.03  -3.39  -3.71
N  2.51  -1.61  -2.11
N  1.17  -1.44  -1.67
H  4.37  -2.37  -4.79
H  4.62  -2.79  -3.09
H  4.63  -1.10  -3.59
H  2.19  -1.32  -5.52
H  2.48  -0.01  -4.37
H  0.95  -0.90  -4.36
H  2.21  -3.74  -4.73
H  0.95  -3.37  -3.55
H  2.47  -4.10  -3.01
H  3.01  -0.75  -1.91
H  0.83  -2.32  -1.30
H  0.56  -1.20  -2.45